Record 1
Formula: C4H13NO2
Source: OMol25
Level of theory: wB97M-V/def2-TZVPD

As for the structure (SMILES): C/C=C/CN.O.O. The maximum force is 0.04248 Eh/bohr. Its relative energy (zero: lowest compared OMol25 entry of this formula, charge and spin) is 159.72 kJ/mol. As for the HOMO energy: -8.722 eV. The value obtained for the molar mass is 107.2 g mol⁻¹. Its electronic energy is -365.3817 Ha.

ORCA input file:
```
! RIJCOSX wB97M-V def2-TZVPD def2/J DEFGRID3
* xyz 0 1
N 0.133 0.660 1.711
C 1.105 -0.142 0.945
C -1.086 -3.036 -0.391
C -0.611 -1.804 0.308
C 0.616 -1.566 0.767
H 0.333 0.681 2.693
H 0.007 1.584 1.331
H 2.014 -0.192 1.551
H 1.369 0.336 0.005
H -1.257 -3.921 0.233
H -2.050 -2.826 -0.863
H -0.462 -3.365 -1.213
H -1.284 -0.957 0.375
H 1.176 -2.406 1.169
H -0.409 1.380 -1.515
H -1.428 2.359 -2.193
O -0.515 2.048 -2.204
H 1.424 4.029 -1.145
H 0.237 3.219 -1.042
O 0.686 3.923 -0.521
*
```

Atomic partial charges in e from the natural (NBO) method, atoms 1 to 6:
1 N -0.8612
2 C -0.2533
3 C -0.6579
4 C -0.1743
5 C -0.2081
6 H 0.3673

Record 2
Formula: C6H7Cl2P
Source: OMol25
Level of theory: wB97M-V/def2-TZVPD

The maximum force is 0.11380 Eh/bohr. As for the HOMO energy (spin up / spin down): -6.510 / -9.447 eV. The value obtained for the molar mass is 181.0 g mol⁻¹. Its electronic energy is -1494.3555 Ha.

ORCA input file:
```
! RIJCOSX wB97M-V def2-TZVPD def2/J DEFGRID3
* xyz 0 3
C -0.583 -0.992 0.795
C -0.597 1.441 -0.055
C 0.574 -0.846 1.337
C -1.112 0.066 -0.195
C 1.746 0.457 0.973
C -0.731 -0.321 -1.652
P 0.799 2.035 0.680
Cl 1.297 -1.902 2.470
Cl 2.539 -0.102 -0.470
H -1.322 -1.753 1.056
H -1.215 2.262 -0.457
H -2.116 0.297 -0.005
H 2.490 0.535 1.669
H 0.410 -0.123 -1.599
H -1.231 0.239 -2.456
H -0.946 -1.292 -2.093
*
```

Atomic partial charges in e from the natural (NBO) method, atoms 1 to 6:
1 C -0.2450
2 C -0.4668
3 C -0.0136
4 C -0.3192
5 C -0.5548
6 C -0.6278

Record 3
Formula: C35H27N4O2Pd
Source: OMol25
Level of theory: wB97M-V/def2-TZVPD

The maximum force is 0.04789 Eh/bohr. As for the HOMO energy (spin up / spin down): -11.029 / -11.013 eV. The value obtained for the molar mass is 642.0 g mol⁻¹. Its electronic energy is -1846.8975 Ha.

ORCA input file:
```
! RIJCOSX wB97M-V def2-TZVPD def2/J DEFGRID3
* xyz 1 5
Pd -0.021 -0.280 1.858
O -1.158 -1.647 0.770
C -2.210 -1.467 -0.056
C -2.873 -0.055 0.190
C -1.997 1.081 -0.244
C -2.297 1.905 -1.325
C -1.444 2.952 -1.633
C -0.303 3.153 -0.876
C -0.049 2.297 0.190
C 1.181 2.385 1.036
C 2.209 1.290 0.554
O 1.753 0.031 0.732
C 3.517 1.324 1.380
C 4.653 0.753 0.815
C 5.836 0.703 1.531
C 5.883 1.188 2.828
C 4.744 1.725 3.402
C 3.553 1.771 2.694
C 2.476 1.585 -0.923
C 3.272 2.657 -1.303
C 3.440 2.945 -2.646
C 2.823 2.164 -3.612
C 2.022 1.101 -3.230
C 1.846 0.811 -1.888
N -0.898 1.309 0.477
C -3.269 -2.557 0.227
C -4.483 -2.620 -0.452
C -5.410 -3.594 -0.129
C -5.132 -4.533 0.853
C -3.918 -4.483 1.521
C -2.991 -3.508 1.206
C -1.780 -1.657 -1.525
C -0.633 -2.406 -1.767
C -0.185 -2.604 -3.061
C -0.887 -2.071 -4.129
C -2.033 -1.331 -3.893
C -2.486 -1.131 -2.599
H -3.846 -0.002 -0.294
H -3.019 0.011 1.278
H -3.193 1.746 -1.901
H -1.672 3.612 -2.454
H 0.380 3.956 -1.098
H 1.648 3.367 0.969
H 0.904 2.164 2.076
H 4.612 0.353 -0.187
H 6.713 0.270 1.077
H 6.796 1.118 3.399
H 4.771 2.100 4.413
H 2.680 2.173 3.184
H 3.765 3.260 -0.555
H 4.058 3.779 -2.940
H 2.973 2.381 -4.658
H 1.527 0.494 -3.973
H 1.221 -0.015 -1.577
H -4.720 -1.922 -1.239
H -6.354 -3.629 -0.652
H -5.851 -5.302 1.091
H -3.692 -5.202 2.293
H -2.046 -3.462 1.728
H -0.088 -2.822 -0.933
H 0.712 -3.181 -3.231
H -0.549 -2.240 -5.141
H -2.587 -0.911 -4.720
H -3.392 -0.564 -2.456
N 0.164 0.159 3.837
C -0.280 0.011 4.924
N -0.562 -0.022 6.117
C -1.497 -0.319 6.939
N -2.325 -0.548 7.707
*
```

Atomic partial charges in e from the natural (NBO) method, atoms 1 to 6:
1 Pd 1.1972
2 O -0.6459
3 C 0.2128
4 C -0.4414
5 C 0.2478
6 C -0.2289

Record 4
Formula: C4H11N2O
Source: OMol25
Level of theory: wB97M-V/def2-TZVPD

As for the structure (SMILES): NC[C@H](N)CC[O-]. The maximum force is 0.04965 Eh/bohr. Its relative energy (zero: lowest compared OMol25 entry of this formula, charge and spin) is 106.62 kJ/mol. As for the HOMO energy: -2.350 eV. The value obtained for the molar mass is 103.1 g mol⁻¹. Its electronic energy is -343.7306 Ha.

ORCA input file:
```
! RIJCOSX wB97M-V def2-TZVPD def2/J DEFGRID3
* xyz -1 1
N -1.383 -1.316 0.329
C -0.519 -0.244 -0.115
C 0.734 -0.608 -0.891
C 1.750 0.486 -1.364
O 2.106 1.404 -0.455
C -0.222 0.622 1.107
N -1.385 1.146 1.863
H -1.674 -1.917 -0.444
H -0.830 -1.997 0.786
H -1.101 0.448 -0.747
H 0.463 -1.303 -1.705
H 1.331 -1.289 -0.250
H 1.244 0.976 -2.241
H 2.595 -0.112 -1.782
H 0.354 1.513 0.887
H 0.380 -0.038 1.747
H -2.035 0.380 2.001
H -1.808 1.847 1.275
*
```

Atomic partial charges in e from the natural (NBO) method, atoms 1 to 6:
1 N -0.8399
2 C -0.0777
3 C -0.4433
4 C 0.0019
5 O -0.9537
6 C -0.2278

Record 5
Formula: CH4N5O
Source: OMol25
Level of theory: wB97M-V/def2-TZVPD

The maximum force is 0.07065 Eh/bohr. Its relative energy (zero: lowest compared OMol25 entry of this formula, charge and spin) is 156.81 kJ/mol. As for the HOMO energy: -14.500 eV. The value obtained for the molar mass is 102.1 g mol⁻¹. Its electronic energy is -389.1077 Ha.

ORCA input file:
```
! RIJCOSX wB97M-V def2-TZVPD def2/J DEFGRID3
* xyz 1 1
C 0.085 -0.406 0.022
N -0.990 -0.318 -0.866
N -0.824 0.678 1.302
N -2.010 0.226 -0.501
N -1.897 0.742 0.878
N 1.147 0.524 -0.437
O 0.575 -1.529 0.474
H 1.949 -0.017 -0.775
H 1.356 1.201 0.350
H 0.628 1.063 -1.259
H -0.020 -2.164 0.811
*
```

Atomic partial charges in e from the natural (NBO) method, atoms 1 to 6:
1 C 0.5325
2 N -0.1770
3 N -0.0924
4 N 0.1188
5 N -0.0095
6 N -0.7265

Record 6
Formula: C3H5NO4S
Source: OMol25
Level of theory: wB97M-V/def2-TZVPD

The maximum force is 0.11487 Eh/bohr. Its relative energy (zero: lowest compared OMol25 entry of this formula, charge and spin) is 181.77 kJ/mol. As for the HOMO energy (spin up / spin down): -6.735 / -10.264 eV. The value obtained for the molar mass is 151.1 g mol⁻¹. Its electronic energy is -870.8932 Ha.

ORCA input file:
```
! RIJCOSX wB97M-V def2-TZVPD def2/J DEFGRID3
* xyz 0 3
C 1.901 -0.483 -0.346
C 1.517 0.709 0.109
C 0.396 0.748 0.909
N -1.795 -1.330 -0.129
O -1.986 -1.801 -1.188
O -2.012 -1.655 0.995
O -2.551 1.298 0.097
O -0.965 0.706 -1.695
S -1.327 0.636 -0.331
H 2.797 -0.500 -1.082
H 1.600 -1.523 -0.091
H 1.857 1.660 -0.249
H 0.370 1.710 1.400
H 0.198 -0.176 1.602
*
```

Atomic partial charges in e from the natural (NBO) method, atoms 1 to 6:
1 C -0.3244
2 C -0.2584
3 C -0.5464
4 N 0.4352
5 O -0.2439
6 O -0.2823

Record 7
Formula: C2H3F3N2
Source: OMol25
Level of theory: wB97M-V/def2-TZVPD

The maximum force is 0.03993 Eh/bohr. Its relative energy (zero: lowest compared OMol25 entry of this formula, charge and spin) is 304.17 kJ/mol. As for the HOMO energy: -9.078 eV. The value obtained for the molar mass is 112.1 g mol⁻¹. Its electronic energy is -487.0090 Ha.

ORCA input file:
```
! RIJCOSX wB97M-V def2-TZVPD def2/J DEFGRID3
* xyz 0 1
C -1.037 -0.936 0.065
C 1.542 -0.029 0.257
N -2.101 1.171 -0.047
N -1.647 0.052 -0.136
F 1.030 1.049 -0.330
F 1.534 -1.030 -0.623
F 2.817 0.231 0.542
H -1.140 -1.981 -0.039
H 0.984 -0.291 1.165
H -1.982 1.764 -0.854
*
```

Atomic partial charges in e from the natural (NBO) method, atoms 1 to 6:
1 C -0.0897
2 C 0.8605
3 N -0.5011
4 N 0.0137
5 F -0.3308
6 F -0.3301

Record 8
Formula: C4H9NO
Source: OMol25
Level of theory: wB97M-V/def2-TZVPD

The maximum force is 0.07732 Eh/bohr. Its relative energy (zero: lowest compared OMol25 entry of this formula, charge and spin) is 541.89 kJ/mol. As for the HOMO energy (spin up / spin down): -8.222 / -8.605 eV. The value obtained for the molar mass is 87.1 g mol⁻¹. Its electronic energy is -287.6261 Ha.

ORCA input file:
```
! RIJCOSX wB97M-V def2-TZVPD def2/J DEFGRID3
* xyz 0 1
C -1.913 -1.103 0.761
C 0.787 1.575 -0.213
C 1.151 -0.886 -0.651
C 0.627 0.162 0.276
N -1.609 0.077 0.500
O -2.350 0.910 -0.008
H -2.976 -1.443 0.827
H -1.180 -1.802 1.123
H 1.392 2.154 0.427
H 1.227 1.651 -1.165
H -0.115 2.200 -0.304
H 1.202 -1.933 -0.369
H 2.179 -0.685 -1.015
H 0.656 -0.850 -1.587
H 0.922 -0.027 1.400
*
```

Atomic partial charges in e from the natural (NBO) method, atoms 1 to 6:
1 C -0.2401
2 C -0.6970
3 C -0.6969
4 C 0.0172
5 N 0.1104
6 O -0.4607

Record 9
Formula: C27H26IrN5O3S2
Source: OMol25
Level of theory: wB97M-V/def2-TZVPD

The maximum force is 0.03327 Eh/bohr. Its relative energy (zero: lowest compared OMol25 entry of this formula, charge and spin) is 92.56 kJ/mol. As for the HOMO energy: -12.158 eV. The value obtained for the molar mass is 724.9 g mol⁻¹. Its electronic energy is -2444.1913 Ha.

ORCA input file:
```
! RIJCOSX wB97M-V def2-TZVPD def2/J DEFGRID3
* xyz 2 1
Ir -1.551 0.084 -0.329
O 6.054 0.653 0.690
C 5.990 0.634 -0.468
O 6.018 0.611 -1.627
C 3.109 0.478 -0.426
C 2.327 0.407 -1.604
C 0.953 0.276 -1.577
N 0.350 0.158 -0.376
C 1.005 0.230 0.805
C 2.370 0.417 0.781
C 0.097 0.159 1.978
C 0.541 0.067 3.287
C -0.386 0.082 4.318
C -1.740 0.178 4.022
C -2.128 0.232 2.699
N -1.239 0.226 1.702
C -0.007 0.248 -2.711
C 0.376 0.325 -4.039
C -0.598 0.332 -5.025
C -1.936 0.266 -4.664
C -2.260 0.186 -3.325
N -1.325 0.175 -2.372
H 2.821 0.454 -2.569
H 2.890 0.526 1.728
H 1.599 -0.015 3.489
H -0.054 0.021 5.345
H -2.488 0.201 4.800
H -3.171 0.276 2.411
H 1.424 0.381 -4.293
H -0.313 0.392 -6.067
H -2.722 0.266 -5.405
H -3.287 0.122 -2.991
N -0.888 -3.679 1.726
C -0.726 -3.048 0.573
S -2.098 -2.179 -0.083
N 0.418 -3.094 -0.083
C 1.618 -3.780 0.319
C 1.575 -5.107 0.731
C 2.756 -5.732 1.105
C 3.961 -5.046 1.046
C 3.993 -3.733 0.599
C 2.819 -3.093 0.234
H -1.795 -3.678 2.162
H -0.154 -4.255 2.116
H 0.467 -2.517 -0.911
H 0.652 -5.673 0.702
H 2.733 -6.765 1.422
H 4.879 -5.543 1.329
H 4.931 -3.200 0.534
H 2.843 -2.069 -0.115
O -1.568 2.185 -0.432
S -2.804 2.885 0.184
C -3.550 3.845 -1.153
C -3.849 5.201 -0.524
C -2.592 5.586 0.259
C -2.147 4.347 1.043
H -4.421 3.314 -1.530
H -2.780 3.905 -1.924
H -4.711 5.129 0.142
H -4.095 5.929 -1.295
H -2.782 6.415 0.938
H -1.803 5.892 -0.427
H -2.534 4.319 2.061
H -1.068 4.192 1.070
*
```

Atomic partial charges in e from the natural (NBO) method, atoms 1 to 6:
1 Ir 1.0553
2 O -0.5348
3 C 1.0549
4 O -0.5285
5 C -0.2233
6 C -0.1937

Record 10
Formula: C20H29ClFN2O4
Source: OMol25
Level of theory: wB97M-V/def2-TZVPD

The maximum force is 0.06322 Eh/bohr. Its relative energy (zero: lowest compared OMol25 entry of this formula, charge and spin) is 0.00 kJ/mol. As for the HOMO energy: -10.962 eV. The value obtained for the molar mass is 415.9 g mol⁻¹. Its electronic energy is -1749.7235 Ha.

ORCA input file:
```
! RIJCOSX wB97M-V def2-TZVPD def2/J DEFGRID3
* xyz 1 1
Cl 0.873 1.874 6.481
C 0.514 0.227 5.772
N 0.374 0.286 4.303
C -0.818 1.152 3.863
C -0.934 1.121 2.359
N 0.121 0.232 1.852
F -1.655 -0.623 -0.897
C -0.130 -1.141 2.314
C 0.056 -1.118 3.823
C 1.462 0.710 2.097
C 1.666 0.734 3.591
H 1.363 -0.425 6.009
H -0.435 -0.116 6.205
H -1.703 0.729 4.344
H -0.617 2.164 4.209
H -1.899 0.710 2.029
H -0.835 2.120 1.902
H -1.150 -1.411 2.043
H 0.516 -1.848 1.794
H 0.899 -1.748 4.111
H -0.863 -1.427 4.321
H 2.160 0.042 1.582
H 1.555 1.704 1.642
H 1.872 1.748 3.935
H 2.435 0.012 3.893
C 3.869 -0.551 -2.745
C 2.733 -1.385 -2.196
O 1.487 -0.650 -2.331
C 0.423 -1.201 -1.726
C -0.947 -0.497 -2.022
C -0.813 1.042 -2.244
O -1.820 1.742 -2.182
O 0.410 1.579 -2.312
C 0.349 3.015 -2.522
C 1.736 3.513 -2.828
C -1.968 -1.160 -2.962
C -3.256 -0.594 -2.817
C -4.420 -1.326 -3.053
C -4.288 -2.685 -3.438
C -3.041 -3.311 -3.342
C -1.895 -2.550 -3.032
O 0.482 -2.105 -0.910
H 4.793 -1.137 -2.744
H 3.708 -0.240 -3.782
H 4.065 0.345 -2.147
H 2.629 -2.303 -2.792
H 2.893 -1.628 -1.135
H -0.317 3.244 -3.364
H -0.077 3.433 -1.603
H 1.737 4.586 -3.074
H 2.416 3.380 -1.976
H 2.152 2.999 -3.704
H -3.317 0.363 -2.273
H -5.384 -0.886 -2.789
H -5.210 -3.299 -3.547
H -2.959 -4.407 -3.334
H -0.996 -3.033 -2.649
*
```

Atomic partial charges in e from the natural (NBO) method, atoms 1 to 6:
1 Cl -0.0115
2 C -0.1828
3 N -0.2182
4 C -0.2442
5 C -0.2566
6 N -0.4024